Below is a structure of composition C56H96K2N2O12RbS4 in a non-equilibrium geometry, with properties calculated with ωB97M-V/def2-TZVPD.

The geometry in XYZ format:
```
173
Properties=species:S:1:pos:R:3:forces:R:3:mulliken_charge:R:1
H -10.025017 -0.668156 -4.421216 -0.003 -0.009 -0.027 0.288
C 2.758417 7.151038 -5.455620 1.066 -0.972 -0.254 -1.659
H -0.665565 1.030749 -3.176558 0.053 0.113 -0.141 0.294
O -1.458127 2.756964 11.216903 1.548 -3.172 -1.716 -0.584
C -0.536097 -0.126884 -1.357824 0.050 0.566 1.779 1.671
C -4.429767 4.542824 5.476980 -2.324 2.705 0.967 -0.537
H 6.107818 10.481437 -8.077045 1.042 -0.696 -0.136 0.349
H -6.626760 -7.192347 -8.136769 -0.166 -0.030 0.388 0.379
C 2.254411 7.818358 -7.799062 0.167 -0.459 -1.674 -1.593
C -2.151111 5.173700 5.382260 0.414 -0.110 1.666 -0.513
H 6.613150 5.422981 5.750125 0.473 0.278 -0.708 0.261
H 0.306629 2.052739 0.857294 -0.095 0.019 -0.946 0.364
C -3.523031 5.936468 7.241566 0.116 0.271 -0.621 -0.391
H -2.093979 -7.297543 -0.284970 0.378 -0.141 0.248 0.274
H 1.667367 8.729297 -7.915983 -0.594 -0.297 0.545 0.321
C -1.968523 -8.087717 -1.025224 -0.650 2.673 0.342 -0.328
H -3.427297 -6.929926 -2.381151 0.248 0.207 0.911 0.278
H 9.422917 -2.328976 2.477362 -0.381 -0.941 0.857 0.352
C -10.607262 -0.501689 -5.327517 -0.795 -0.349 0.330 -0.846
H 7.974415 8.193947 -7.683359 -0.257 0.891 -0.495 0.394
H 7.595228 -7.481109 6.126361 0.550 -0.154 -0.026 0.354
H -0.917088 -8.366316 -1.095775 -0.040 0.071 -0.114 0.257
H 0.749131 -1.187334 2.253182 0.502 -1.117 -0.697 0.501
O -3.322569 -9.779695 -1.756657 -0.442 0.098 -0.253 -0.358
H 7.224263 8.288069 -6.119900 -0.512 0.207 -0.032 0.323
H -5.247406 -5.334307 5.736974 0.304 -0.457 -0.404 0.303
H -2.022037 1.516054 -2.186985 -0.399 -0.944 0.451 0.343
H -2.619215 -6.102394 -9.046720 -0.036 -0.170 -0.267 0.340
H -4.986144 -3.471349 -6.800254 -0.422 0.023 0.200 0.337
H -1.728772 -1.226798 -2.648060 -0.265 -0.540 -0.174 0.467
O -11.716810 -0.179689 1.408257 0.932 -1.088 -1.606 -0.654
H -9.827010 2.664336 -5.034434 -0.112 -0.270 -0.406 0.296
C -0.995713 1.151389 -2.144795 1.671 0.356 -0.146 -1.771
H 1.700955 6.880432 -7.753572 -0.578 0.245 0.250 0.334
H 1.723650 1.813294 1.700838 0.364 -0.012 0.230 0.526
O -8.256825 -6.068271 4.515303 1.085 -0.825 -0.597 -0.606
C 7.416169 -7.125012 5.122612 -0.688 0.199 -0.364 -0.213
C -0.987099 -1.073742 1.000430 1.673 -1.155 0.871 -0.691
S -9.563667 0.487419 -6.383669 0.805 2.508 -0.255 0.467
C -12.180732 -2.623937 0.536743 1.036 -0.119 0.836 -0.908
O 7.832916 2.827426 2.596918 -1.749 0.775 2.983 -0.605
H -1.525902 6.497759 6.973408 0.523 -0.448 0.110 0.350
O 4.869702 5.894226 -7.319225 -0.821 2.894 0.136 -0.879
H 12.937149 -3.803928 2.549296 -0.146 0.305 -0.079 0.313
H -12.386899 -2.515063 1.601519 -0.619 0.049 -0.044 0.337
C -2.092443 0.382853 10.888026 -0.927 1.312 0.541 -0.443
H -10.816347 -1.482518 -5.754532 0.121 0.153 -0.345 0.334
C 6.372735 3.284673 5.807365 -1.138 0.073 1.644 -0.526
H -3.128602 3.875911 3.952086 0.092 0.030 -0.135 0.402
H -1.651886 -1.434810 1.785144 -0.477 0.752 0.104 0.483
H -3.556737 6.459513 8.185852 -0.348 0.113 0.005 0.364
H 5.505519 7.288197 -9.841327 -0.881 0.061 0.174 0.368
H -0.066792 -1.238070 -3.147067 0.272 0.256 0.070 0.362
C 3.301790 7.893450 -6.712829 0.918 1.440 0.208 1.633
H 5.987035 10.023143 -6.355048 0.527 -0.418 -0.094 0.349
C 5.891571 -5.867669 3.772360 -0.318 0.205 -1.460 -0.281
C 2.706810 -0.461818 0.866426 0.009 0.416 -1.255 -1.813
H 5.445697 2.711678 5.826633 -0.124 0.156 0.133 0.236
C 1.323511 0.037796 0.454556 -1.959 2.798 1.525 1.741
O 12.165684 -1.248800 3.890449 -1.324 -1.937 0.593 -0.626
H -9.300344 1.244576 -4.086419 -0.255 0.188 0.099 0.205
H 1.711468 7.193711 -5.155350 -0.159 1.023 -0.438 0.350
H -2.489458 -9.388809 -3.657973 0.628 -0.530 0.526 0.225
H -1.781312 -7.181875 -2.939428 -0.260 -0.122 -0.444 0.248
H -0.305330 -0.063731 8.191106 0.495 0.304 0.235 0.332
H -3.126346 0.717762 10.971624 0.053 0.064 0.322 0.257
C -6.268289 -5.128900 6.058995 2.107 -1.129 -0.313 -0.925
C 7.706314 -7.099059 2.716417 -0.536 -0.589 1.372 -0.365
O -2.678153 -9.979491 0.327405 -0.140 0.912 0.709 -0.555
H 3.380585 7.340776 -4.580973 0.042 0.141 0.035 0.343
C -4.624675 5.407802 6.604307 0.755 -1.717 0.509 -0.318
C 12.685928 -3.878582 3.607310 -0.662 -0.257 -0.811 -0.939
C -2.590228 -7.627770 -2.360704 0.882 -0.397 -0.160 -0.414
H 6.218813 -6.012481 1.623887 -0.080 0.186 0.004 0.361
C -4.909857 -4.434041 -7.283793 1.462 0.709 0.634 -0.331
H -11.559866 -0.040541 -5.066774 0.077 0.243 -0.043 0.327
C -1.910509 -0.390452 9.617112 0.895 0.362 -0.732 -0.507
C 1.308664 1.651316 0.706021 0.884 -1.628 0.897 -1.777
H 6.627563 3.542247 6.835388 0.229 -0.769 0.120 0.348
H 12.246697 -4.867606 3.737703 -0.122 -0.011 0.225 0.352
H -8.637835 -1.247450 0.759678 -0.250 -0.352 -1.198 0.334
H 4.854637 9.059185 -9.726430 -0.514 -0.619 -0.050 0.307
C 4.240133 10.382239 -7.338279 -1.696 -2.025 1.471 -0.672
H 6.508526 8.645392 -9.799526 0.321 0.250 0.132 0.493
K 3.826231 -3.610395 -3.387976 -0.265 0.326 0.272 0.840
H -4.038893 -8.826832 -3.453964 -0.416 0.029 0.503 0.311
H 5.087403 4.887440 5.037492 0.024 0.030 0.077 0.247
H 8.085185 -7.526627 1.799875 0.453 0.106 0.021 0.391
H 10.731376 -1.756823 1.815113 1.331 -0.261 -0.033 0.322
C -9.172854 1.792568 -5.019992 0.018 -1.321 0.177 -0.784
O -10.268508 1.255367 -7.479496 0.174 -1.170 1.230 -0.604
H 3.410269 0.080921 0.235010 0.319 0.053 0.179 0.375
H 13.643511 -3.837685 4.126409 -0.485 0.548 0.565 0.337
K 1.890469 1.658379 -7.619481 0.029 0.415 0.039 0.925
H -2.516318 0.044826 8.822363 -0.318 0.080 0.155 0.248
H -9.238447 -6.112889 6.961377 0.199 0.082 -1.011 0.300
C 7.380815 2.477382 5.023968 -0.034 0.147 -0.185 -0.302
H -2.345079 -0.848521 -0.431604 -0.407 0.176 -0.610 0.485
H 0.098955 0.177410 2.389922 -0.387 1.405 -0.726 0.475
H 7.308470 6.843542 -7.063602 -0.809 -0.396 0.035 0.353
C -8.326866 -6.709873 6.988348 1.019 -0.396 1.176 -0.823
C -0.710304 -1.320509 -2.271173 -0.764 0.140 -0.739 -1.776
H -2.134881 -1.457096 9.622000 0.329 0.033 0.264 0.353
C -5.914695 -5.361592 -7.256400 -1.098 1.796 0.114 -0.446
H -8.125262 2.090751 -4.978269 -0.034 0.026 -0.742 0.318
H -8.595521 -7.713405 7.318281 0.105 -0.176 -0.468 0.342
H 2.451110 9.859939 -6.144228 -0.261 -0.216 -0.137 0.513
C 7.079644 7.907128 -7.130880 0.214 -1.388 -0.973 -1.533
H -7.758325 -6.281870 7.813981 0.172 -0.147 0.055 0.253
H 2.719257 7.738247 -8.781711 0.444 0.017 -0.038 0.333
C -0.441938 -0.009285 9.271132 -1.587 -0.766 0.394 -0.414
H -0.670185 -2.035299 0.596620 -0.088 -0.178 -0.648 0.215
H 4.998744 -5.269968 3.662831 -0.051 0.192 0.071 0.349
H -9.576398 -1.440856 2.062419 -0.748 0.378 0.304 0.334
C -2.722526 -9.271682 -0.633399 0.118 -3.102 -0.796 0.449
H -1.106796 5.064236 5.129625 -0.113 0.000 -1.024 0.316
H 10.590545 -3.577491 1.846468 -0.095 0.127 0.105 0.286
N 0.914032 -0.214860 -0.925813 0.993 -0.212 -1.229 0.163
C 5.555924 8.287497 -9.408931 1.778 -0.078 1.800 -1.746
H 8.390675 2.513639 5.432587 0.102 0.157 -0.211 0.256
C -3.232685 4.484264 4.838347 1.232 -0.329 -0.155 -0.139
H -4.680944 -7.650541 -9.233361 0.606 0.034 -0.318 0.336
H 3.731006 10.344442 -8.301331 0.077 0.239 -0.142 0.270
C 0.278389 -0.497334 1.552893 1.127 -0.164 0.724 -1.500
H -0.527548 -2.312364 -1.857740 -0.156 0.154 0.481 0.269
H 1.990500 2.139395 0.009612 -0.578 0.181 -0.309 0.320
C -1.232835 1.653408 10.700942 -1.753 1.328 0.606 0.550
O -0.302992 1.347534 9.746462 0.374 0.443 0.236 -0.349
C 6.573108 -6.261991 2.613135 1.108 -0.951 0.800 -0.407
C 7.334206 3.135223 3.679833 0.842 2.215 -2.265 0.488
H -6.367750 -4.155757 5.578167 -1.336 -0.196 0.115 0.339
S 11.400004 -2.583249 4.021891 2.031 1.867 -1.650 0.499
H -5.360180 4.287830 4.991482 0.088 -0.860 -0.117 0.317
H -6.878111 -5.050612 -6.880200 -0.044 -0.166 0.438 0.357
H 4.262638 11.396229 -6.939008 -0.214 0.087 -0.167 0.403
H 5.813250 -5.896611 5.885202 -0.212 -0.298 0.117 0.353
C 3.442377 9.444200 -6.324927 0.420 0.130 -0.560 -1.484
H -0.455586 2.018765 -1.765295 0.271 -0.045 0.097 0.416
H -1.824139 -0.056277 11.848893 0.154 -0.449 -0.206 0.278
H 8.841473 -8.340801 4.296013 0.548 0.046 -1.010 0.387
H -9.581678 -2.811922 1.172147 0.402 -0.104 -0.951 0.282
C 6.291037 -6.294624 5.002198 1.143 0.088 0.418 -0.415
O 6.660094 4.425024 3.847179 1.609 -1.401 -1.780 -0.356
C -3.659737 -4.709874 -7.872878 -1.030 0.550 0.538 -0.394
H -13.071206 -2.676180 -0.089692 0.206 0.468 0.094 0.301
C 5.629640 9.811204 -7.362733 -1.614 -0.173 -0.513 -1.131
H 2.855979 6.086524 -5.668683 0.420 -0.239 -0.132 0.360
S -11.133350 -1.105669 0.330004 -1.157 0.885 1.081 0.527
C -3.562042 -5.850331 -8.584175 -0.325 -2.026 -0.701 -0.310
C -9.580051 -1.733687 1.012489 0.018 -0.240 2.021 -0.877
Rb 6.591059 2.924651 -3.042467 -0.127 0.310 0.009 0.865
H 0.161942 -0.732034 9.819837 0.736 0.477 -0.105 0.276
C 5.654957 8.258309 -7.770776 1.335 0.847 -0.254 1.243
C 6.146178 4.649642 5.140224 -0.184 -1.751 -0.024 -0.311
H 2.882804 -1.518067 0.662799 -0.313 -0.205 0.135 0.346
H 3.941317 9.528402 -5.359492 0.278 -0.166 0.089 0.422
C -4.679151 -6.732905 -8.663860 2.488 -0.518 -0.929 -0.377
C 10.463422 -2.642220 2.391642 -0.173 0.543 0.245 -0.898
S -7.236860 -6.649718 5.461125 -2.732 3.113 1.278 0.494
C -3.118810 -8.951373 -2.882956 -0.327 0.309 -1.479 -0.389
H -2.810705 -4.047412 -7.791026 -0.114 0.243 0.031 0.381
H 2.873952 -0.237246 1.919868 0.039 -0.056 -0.090 0.422
C -1.516356 -0.233358 -0.081058 -0.945 -0.944 -2.142 -1.230
H -11.627556 -3.561785 0.486357 0.189 0.104 -0.533 0.325
H 7.127526 1.423871 4.905420 -0.064 0.068 0.127 0.264
H -5.539921 5.495048 7.170961 -0.524 -0.170 -0.585 0.344
N 4.645828 7.378749 -7.172778 -0.228 -0.953 1.449 0.410
H -6.053229 -5.090304 7.126873 -0.930 0.144 0.150 0.323
H -2.038525 0.681474 0.199156 0.769 0.400 0.207 0.446
C -5.802429 -6.513244 -7.976477 -1.314 -0.448 -0.114 -0.270
C -2.307789 5.858908 6.590104 0.093 0.494 -0.619 -0.193
C 8.141461 -7.570389 4.008152 -1.898 0.990 0.050 -0.508
O 1.896674 0.292597 -1.928778 -1.681 -0.986 1.620 -0.932
```
Forces are in eV/Å.

## Properties
net charge	+1
DFT total energy	-163800.0991	eV
HOMO energy	-0.2175	Eh
maximum force	4.3	eV/Å
gap between HOMO and LUMO	1.6	eV
spin multiplicity	1